1.
Density functional theory data (the ωB97M-V functional and the def2-TZVPD basis) for a 2-piece molecular cluster, H4N2O2 overall.

```
8
Properties=species:S:1:pos:R:3:forces:R:3
O 3.34986 0.44261 0.22061 -0.3 -0.5 -0.2
O 2.76791 -0.51387 -0.22257 0.3 0.5 0.2
N -1.17346 0.70296 -0.22132 0.1 0.0 0.1
N -0.92005 -0.66721 0.24278 0.4 0.1 -0.1
H -1.35121 1.21914 0.63273 -0.1 0.1 0.1
H -0.24429 1.02606 -0.47041 0.0 0.1 -0.2
H -0.60302 -1.14082 -0.59506 0.0 -0.2 0.0
H -1.82574 -1.06887 0.41324 -0.4 -0.1 0.0
```
Positions in Å, forces in eV/Å.

Output
energy relative to the best compared isomer or geometry (same formula, charge and spin) = 2.741 eV
orbital gap = 6.45 eV
maximum force = 0.64 eV/A

Mulliken atomic charge list, values in e, 6 entries:
1. O -0.009
2. O 0.003
3. N -0.498
4. N -0.448
5. H 0.237
6. H 0.255

***

2.
Density functional theory data (the ωB97M-V functional and the def2-TZVPD basis) for a single H4N2O2S molecule in a non-equilibrium geometry.

```
9
Properties=species:S:1:pos:R:3:forces:R:3
N -1.77349 0.02958 -0.15690 0.0 -0.7 0.4
N 0.66195 0.63148 0.34896 -0.1 -0.1 1.3
O 0.24204 -1.63536 -0.53380 -1.4 0.3 1.1
O 1.88918 0.24634 -0.16632 1.7 3.4 0.0
S -0.42733 -0.79887 0.50580 0.9 0.9 -1.8
H -1.73130 0.15591 -1.16136 0.4 -0.2 -0.2
H -1.83382 0.95748 0.25525 0.0 -0.1 0.2
H 0.91971 1.05736 1.27777 -0.6 -0.8 -0.8
H 2.05305 -0.64393 -0.36939 -0.9 -2.5 -0.2
```
Positions in Å, forces in eV/Å.

Output
energy relative to the best compared isomer or geometry (same formula, charge and spin) = 3.030 eV
orbital gap = 9.78 eV
maximum force = 3.82 eV/A

Mulliken atomic charge list, values in e, 6 entries:
1. N -0.566
2. N -0.227
3. O -0.607
4. O -0.393
5. S 0.592
6. H 0.294

***

3.
Density functional theory data (the ωB97M-V functional and the def2-TZVPD basis) for a 2-piece molecular cluster, H4N2O2S overall in a non-equilibrium geometry.

```
9
Properties=species:S:1:pos:R:3:forces:R:3
N 2.02507 -1.36825 -0.16839 0.0 1.3 0.1
N -0.87864 1.70095 0.15267 -0.1 -0.5 -0.5
O -1.30222 -0.49219 -1.25077 0.4 0.0 -1.6
O -1.49083 -0.53241 1.14688 0.5 0.0 0.8
S -0.77020 -0.05414 -0.00430 -1.1 2.5 1.4
H 2.55281 -1.85262 0.56091 -0.3 -0.5 -0.4
H 1.63593 -1.97021 -0.88921 0.2 -0.7 0.3
H -0.46591 2.37748 -0.48772 0.2 -1.0 -0.1
H -1.30601 2.19137 0.93992 0.2 -1.1 0.1
```
Positions in Å, forces in eV/Å.

Output
energy relative to the best compared isomer or geometry (same formula, charge and spin) = 4.048 eV
orbital gap (spin up / spin down) = 8.71 / 8.46 eV
maximum force = 3.08 eV/A

Mulliken atomic charge list, values in e, 6 entries:
1. N -0.457
2. N -0.402
3. O -0.438
4. O -0.472
5. S 0.819
6. H 0.226

***

4.
Density functional theory data (the ωB97M-V functional and the def2-TZVPD basis) for a 2-piece molecular cluster, H4N2O2S2 overall in a non-equilibrium geometry.

```
10
Properties=species:S:1:pos:R:3:forces:R:3
N -1.67754 1.06613 1.69777 -1.2 0.3 1.5
N 1.45039 -1.81044 -2.24461 -0.3 -0.4 -0.3
O 0.04847 0.61379 -0.31132 -0.2 0.7 0.5
O 2.22996 -0.58689 -0.29787 0.4 -0.4 0.3
S -1.13324 1.68628 0.26257 0.7 -0.3 -0.3
S 1.32491 -1.62302 -0.75479 0.4 0.1 -0.4
H -2.69937 0.81435 1.78480 1.8 0.2 -0.6
H -1.37944 1.55184 2.56870 -0.1 -0.5 -1.1
H 1.00137 0.84249 -0.10549 -1.5 0.1 0.1
H 0.83450 -2.55452 -2.59977 0.2 0.3 0.3
```
Positions in Å, forces in eV/Å.

Output
energy relative to the best compared isomer or geometry (same formula, charge and spin) = 0.279 eV
orbital gap = 8.57 eV
maximum force = 1.94 eV/A

Mulliken atomic charge list, values in e, 6 entries:
1. N -0.473
2. N -0.409
3. O -0.469
4. O -0.527
5. S 0.035
6. S 0.640

***

5.
Density functional theory data (the ωB97M-V functional and the def2-TZVPD basis) for a 2-piece molecular cluster, H4N2OS2 overall in a non-equilibrium geometry.

```
9
Properties=species:S:1:pos:R:3:forces:R:3
N -0.24897 -1.37636 -0.61729 -1.8 1.5 2.7
N 0.46416 0.83793 1.14782 1.0 1.0 -0.5
O -0.13828 1.13947 -1.52470 1.0 0.4 -0.9
S -1.00590 0.20390 -0.83169 -0.9 -1.9 0.8
S 1.23545 2.12033 0.36500 -0.9 -1.4 1.1
H -0.92506 -1.99294 -0.09871 0.9 0.8 -1.0
H 0.07373 -1.75844 -1.43889 0.7 -1.2 -2.3
H 0.91394 -0.03789 1.31503 0.7 -0.3 -0.4
H -0.36907 0.86399 1.68343 -0.6 1.0 0.5
```
Positions in Å, forces in eV/Å.

Output
energy relative to the best compared isomer or geometry (same formula, charge and spin) = 1.364 eV
orbital gap (spin up / spin down) = 7.62 / 7.64 eV
maximum force = 3.60 eV/A

Mulliken atomic charge list, values in e, 6 entries:
1. N -0.526
2. N -0.465
3. O -0.439
4. S 0.420
5. S -0.075
6. H 0.267

***

6.
Density functional theory data (the ωB97M-V functional and the def2-TZVPD basis) for a single H4N2Si molecule in a non-equilibrium geometry.

```
7
Properties=species:S:1:pos:R:3:forces:R:3
H 2.10386 -1.05817 1.12479 -0.9 -0.9 -1.3
N 1.63648 -1.70287 0.34024 0.9 1.3 1.1
N 0.72343 -1.16009 -0.26260 0.2 -0.8 0.1
Si -0.49479 0.07268 -0.24292 -0.7 2.1 -1.6
H -1.38227 -0.43022 0.79268 -0.4 -0.3 0.0
H -0.30363 1.61171 0.17567 0.2 -1.6 -0.5
H -1.07516 0.03635 -1.77324 0.7 0.1 2.2
```
Positions in Å, forces in eV/Å.

Output
energy relative to the best compared isomer or geometry (same formula, charge and spin) = 2.371 eV
orbital gap = 8.65 eV
maximum force = 2.73 eV/A

Mulliken atomic charge list, values in e, 6 entries:
1. H 0.211
2. N -0.285
3. N -0.008
4. Si 0.269
5. H -0.067
6. H -0.077

***

7.
Density functional theory data (the ωB97M-V functional and the def2-TZVPD basis) for a 2-piece molecular cluster, H4N3O3 overall in a non-equilibrium geometry.

```
10
Properties=species:S:1:pos:R:3:forces:R:3
N -2.31343 0.67298 -0.07157 -1.3 -0.8 -1.4
N 2.76445 0.12680 0.09788 0.4 3.1 2.4
N 0.03026 0.71694 0.12695 2.6 -0.2 0.5
O 0.20064 -0.44138 0.33016 -1.5 0.1 -0.2
O -1.09505 1.32723 0.06082 -1.9 0.3 0.2
O 2.26775 1.13904 -0.33909 0.9 -2.1 -0.3
H -2.77282 0.01531 0.55365 1.2 0.4 0.6
H -2.89228 1.04308 -0.83403 1.0 0.1 0.6
H 3.47621 0.34766 0.95372 -1.6 -1.3 -2.1
H 2.36096 -0.81901 -0.10581 0.3 0.4 -0.3
```
Positions in Å, forces in eV/Å.

Output
energy relative to the best compared isomer or geometry (same formula, charge and spin) = 0.583 eV
total charge = +1
orbital gap (spin up / spin down) = 6.34 / 6.33 eV
maximum force = 4.01 eV/A

Mulliken atomic charge list, values in e, 6 entries:
1. N -0.340
2. N 0.143
3. N 0.535
4. O -0.489
5. O -0.030
6. O -0.094